C5H7ClN4O2 in the gas phase, computed with ωB97M-V with the def2-TZVPD basis set.

Summary:
SMILES = CN[C@]1([N+](=O)[O-])CN=CN=C1Cl
energy relative to the best compared isomer or geometry (same formula, charge and spin) = 0.699 eV
net charge = 0
total energy = -27870.82555 eV
HOMO-LUMO gap = 9.7 eV
E_HOMO = -10.3 eV
lowest unoccupied orbital energy = -0.6 eV
molecular weight = 190.59 g/mol

Last column: Löwdin charge in e.
Cartesian coordinates (Å):
Cl 0.939 2.300 -1.190  0.753
O -0.774 -0.415 2.196  0.062
O -1.933 0.789 0.817  0.148
N 1.573 -0.318 0.540  -0.004
N -1.029 0.102 1.101  -0.358
N -0.961 0.910 -1.951  0.065
N -1.571 -1.346 -1.651  0.082
C 1.851 0.821 1.456  -0.178
C -0.054 0.870 -1.071  -0.630
C 0.016 -0.190 -0.021  -0.254
C -1.787 -0.188 -2.115  -0.192
C -0.550 -1.483 -0.718  -0.155
H 1.530 0.720 2.516  0.081
H 2.994 0.876 1.584  0.101
H 1.523 -1.153 1.182  0.113
H -1.011 -1.966 0.262  0.173
H 1.669 1.739 0.889  -0.010
H 0.138 -2.161 -1.055  0.098
H -2.564 0.092 -2.770  0.105

***

C5H7ClO in the gas phase, computed with ωB97M-V with the def2-TZVPD basis set.

Summary:
SMILES = CC(=O)/C=C(\C)Cl
energy relative to the best compared isomer or geometry (same formula, charge and spin) = 1.014 eV
net charge = 0
total energy = -19866.93803 eV
HOMO-LUMO gap = 10.1 eV
E_HOMO = -9.8 eV
lowest unoccupied orbital energy = 0.3 eV
molecular weight = 118.56 g/mol

Last column: Löwdin charge in e.
Cartesian coordinates (Å):
Cl 0.061 1.321 -2.921  0.543
O 0.574 1.863 2.069  0.118
C 0.380 1.060 -0.208  -0.035
C 0.366 -0.444 1.844  -0.019
C -0.755 -0.937 -1.508  -0.130
C -0.017 0.365 -1.320  -0.575
C 0.434 0.912 1.380  -0.455
H -0.610 -0.607 2.303  0.113
H -1.545 -1.064 -0.782  0.074
H -0.097 -1.836 -1.508  0.095
H 0.625 -1.090 1.076  0.055
H 0.799 1.971 -0.611  0.068
H -1.255 -0.866 -2.474  0.049
H 1.039 -0.650 2.660  0.096

***

A molecular structure, C5H7ClSi, computed with ωB97M-V with the def2-TZVPD basis set.

Summary:
energy relative to the best compared isomer or geometry (same formula, charge and spin) = 1.482 eV
net charge = 0
total energy = -25694.37592 eV
HOMO-LUMO gap = 10.1 eV
E_HOMO = -9.6 eV
lowest unoccupied orbital energy = 0.5 eV
molecular weight = 130.65 g/mol

Last column: Löwdin charge in e.
Cartesian coordinates (Å):
Cl 1.877 -2.806 2.402  0.512
Si 0.362 0.772 -0.661  0.723
C -0.875 -0.193 -1.678  -0.264
C -1.665 -0.987 -2.051  0.037
C 1.158 -1.468 1.469  -0.671
C 1.554 -1.061 0.255  -0.163
C -0.735 1.992 0.457  -0.243
H 1.098 1.721 -1.537  -0.047
H -0.372 2.634 1.266  0.009
H -1.124 2.698 -0.229  -0.016
H -1.573 1.258 0.947  0.078
H 2.442 -1.484 -0.209  0.027
H 0.170 -1.352 1.857  0.025
H -2.317 -1.723 -2.288  -0.005

***

A molecular structure, C5H7CuLiO3, computed with ωB97M-V with the def2-TZVPD basis set.

Summary:
multiplicity = 3
net charge = +3
<S²> = 2.0062
total energy = -56246.88375 eV
HOMO-LUMO gap (alpha / beta) = 6.1 / 3.8 eV
E_HOMO (alpha / beta) = -18.5 / -21.6 eV
lowest unoccupied orbital energy (alpha / beta) = -12.4 / -17.8 eV
molecular weight = 185.59 g/mol

Last column: Löwdin spin population.
Cartesian coordinates (Å):
Cu 2.296 -1.843 -0.796  0.058
O -0.086 -0.662 0.854  0.106
O -0.421 1.016 -0.562  0.006
O 1.055 -0.587 -1.009  0.059
C -0.463 0.330 -3.471  0.430
C -0.084 1.454 -3.761  0.442
C 0.251 -0.045 -0.238  0.045
C 0.188 -0.119 2.112  0.648
C 0.217 -1.101 3.208  0.096
Li -2.458 1.159 -0.429  0.001
H 0.862 -1.956 2.963  0.012
H -0.799 -1.485 3.409  0.037
H 0.585 -0.613 4.118  0.002
H 0.119 1.674 -1.197  0.003
H -1.041 -0.540 -3.199  0.008
H -0.205 0.896 2.234  0.035
H -0.016 2.422 -4.234  0.010

***

C5H7F2N in the gas phase, computed with ωB97M-V with the def2-TZVPD basis set.

Summary:
energy relative to the best compared isomer or geometry (same formula, charge and spin) = 4.606 eV
net charge = 0
total energy = -12218.07598 eV
HOMO-LUMO gap (alpha / beta) = 9.9 / 7.8 eV
E_HOMO (alpha / beta) = -9.6 / -8.2 eV
lowest unoccupied orbital energy (alpha / beta) = 0.2 / -0.4 eV
molecular weight = 119.11 g/mol

Last column: Löwdin charge in e.
Cartesian coordinates (Å):
F 2.141 1.636 -0.098  0.046
F 2.035 -1.190 -0.447  0.040
N -1.036 1.616 -0.007  0.099
C -1.286 0.451 -0.770  -0.294
C 0.982 -0.516 0.130  -0.407
C 1.401 0.786 0.608  -0.032
C -0.391 -0.784 -0.520  -0.192
C -0.114 -1.296 0.815  -0.048
H -2.186 0.128 -0.292  0.096
H -1.372 0.467 -1.935  0.139
H -0.760 2.479 -0.417  0.030
H -0.590 -1.035 1.829  0.158
H 1.374 1.167 1.585  0.107
H -0.497 -1.636 -1.229  0.154
H 0.298 -2.273 0.750  0.104

***

A gas-phase ion, C5H7FIN2 (charge +1), computed with ωB97M-V with the def2-TZVPD basis set.

Summary:
SMILES = [NH3+][C@@]1(I)C=CC=CN1F
energy relative to the best compared isomer or geometry (same formula, charge and spin) = 2.090 eV
net charge = +1
total energy = -19085.41017 eV
HOMO-LUMO gap = 8.4 eV
E_HOMO = -13.2 eV
lowest unoccupied orbital energy = -4.8 eV
molecular weight = 241.03 g/mol

Last column: Löwdin charge in e.
Cartesian coordinates (Å):
I -2.937 0.112 0.153  0.728
F -1.001 -1.380 -2.188  -0.055
N -0.715 -1.882 0.481  0.147
N -0.130 -0.583 -1.449  -0.018
C 0.223 0.399 0.786  -0.078
C 0.697 1.509 0.244  -0.101
C -0.072 1.062 -1.958  0.103
C 0.394 1.953 -1.050  -0.075
C -0.644 -0.516 -0.094  -0.699
H -1.080 -1.894 1.432  0.139
H -0.200 1.012 -3.052  0.126
H 0.114 0.192 1.867  0.134
H 0.979 2.185 0.990  0.114
H 0.235 -2.204 0.644  0.166
H -1.262 -2.535 -0.215  0.209
H 0.613 3.014 -1.382  0.158

***

C5H7FN2 in the gas phase, computed with ωB97M-V with the def2-TZVPD basis set.

Summary:
SMILES = [H]/N=C1\CCCN=C1F
energy relative to the best compared isomer or geometry (same formula, charge and spin) = 1.765 eV
net charge = 0
total energy = -10994.54293 eV
HOMO-LUMO gap = 10.0 eV
E_HOMO = -9.8 eV
lowest unoccupied orbital energy = 0.3 eV
molecular weight = 114.12 g/mol

Last column: Löwdin charge in e.
Cartesian coordinates (Å):
F 3.528 0.535 -0.032  0.074
N 2.266 -1.949 -0.250  0.188
N 1.551 1.583 0.056  0.104
C 2.188 0.453 0.102  -0.273
C -0.442 0.438 -0.462  -0.150
C 0.133 1.762 0.012  -0.240
C 1.573 -0.930 0.100  -0.354
C 0.182 -0.811 0.405  -0.131
H 0.063 2.466 -0.760  0.094
H -0.393 -1.721 0.084  0.122
H -0.009 -0.811 1.512  0.138
H -0.162 0.274 -1.581  0.139
H -1.562 0.547 -0.666  0.117
H 1.713 -2.781 -0.201  0.048
H -0.193 2.120 0.987  0.125

***

A gas-phase ion, C5H7FNO (charge +1), computed with ωB97M-V with the def2-TZVPD basis set.

Summary:
energy relative to the best compared isomer or geometry (same formula, charge and spin) = 0.473 eV
net charge = +1
total energy = -11540.73240 eV
HOMO-LUMO gap = 6.9 eV
E_HOMO = -14.1 eV
lowest unoccupied orbital energy = -7.2 eV
molecular weight = 116.11 g/mol

Last column: Löwdin charge in e.
Cartesian coordinates (Å):
F -0.983 -1.562 0.131  0.018
O 0.319 0.520 0.298  -0.020
N 1.315 0.781 -0.416  0.172
C 2.212 -1.226 0.304  0.242
C -2.097 -0.852 -0.050  -0.127
C -0.858 1.355 0.092  -0.043
C -2.114 0.473 -0.084  -0.013
C 2.381 -0.005 -0.230  -0.107
H -2.997 1.154 -0.188  0.146
H 3.087 -1.798 0.003  0.118
H -0.985 1.946 0.935  0.125
H 3.272 0.404 -0.620  0.125
H 1.156 -1.483 0.539  0.105
H -0.713 1.831 -0.794  0.102
H -2.996 -1.537 0.080  0.157

***

C5H7FO in the gas phase, computed with ωB97M-V with the def2-TZVPD basis set.

Summary:
SMILES = O[C@@H]1C[C@@H]1/C=C/F
energy relative to the best compared isomer or geometry (same formula, charge and spin) = 2.745 eV
net charge = 0
total energy = -10059.99863 eV
HOMO-LUMO gap = 9.4 eV
E_HOMO = -8.6 eV
lowest unoccupied orbital energy = 0.9 eV
molecular weight = 102.11 g/mol

Last column: Löwdin charge in e.
Cartesian coordinates (Å):
F 3.331 -1.402 -0.453  -0.012
O -2.065 -0.515 -1.173  -0.035
C 0.010 -0.043 0.551  -0.171
C -0.656 1.330 0.067  -0.078
C 1.126 -0.783 -0.070  -0.053
C 2.408 -0.943 0.434  -0.114
C -1.601 0.138 0.020  -0.258
H -2.313 0.126 -1.829  0.074
H -0.964 1.997 0.770  0.051
H -2.307 -0.017 0.846  0.126
H 0.911 -1.061 -1.172  0.143
H -0.517 1.746 -1.006  0.140
H 2.640 -0.688 1.379  0.069
H -0.004 0.115 1.637  0.118

***

C5H7FO in the gas phase, computed with ωB97M-V with the def2-TZVPD basis set.

Summary:
SMILES = C=C/C(=C/F)OC
energy relative to the best compared isomer or geometry (same formula, charge and spin) = 2.641 eV
net charge = 0
total energy = -10060.10286 eV
HOMO-LUMO gap = 9.8 eV
E_HOMO = -8.8 eV
lowest unoccupied orbital energy = 1.0 eV
molecular weight = 102.11 g/mol

Last column: Löwdin charge in e.
Cartesian coordinates (Å):
F 0.855 -0.150 -2.087  -0.039
O 0.726 -0.136 0.718  -0.139
C -1.714 0.323 2.060  -0.030
C -0.345 0.116 -1.438  -0.072
C -1.589 0.606 0.760  -0.149
C 1.876 -0.705 0.226  -0.120
C -0.420 0.125 -0.107  -0.241
H -2.411 0.914 2.858  0.107
H -2.398 1.268 0.245  0.130
H -1.300 0.152 -2.107  0.152
H -0.860 -0.360 2.581  0.109
H 1.754 -1.400 -0.593  0.088
H 2.318 -1.093 1.132  0.089
H 2.545 0.167 -0.080  0.116